[1]
Molecular formula: C15H9FN2O2S2
Method: DFT, ωB97M-V with the def2-TZVPD basis set

Output
- Maximum force: 6.0 eV Å⁻¹
- Orbital gap: 7.19 eV
- ΔE to the lowest compared entry with this formula, charge and spin: 26.9 kJ/mol
- LUMO energy: -1.5 eV
- Spin multiplicity: 1
- Calculated total energy: -1733.17103 hartree

Geometry as XYZ:
```
31
Properties=species:S:1:pos:R:3:forces:R:3
O -3.9679 0.0468 0.8519 -4.09 0.05 -1.02
C -2.8044 0.2520 0.8919 -1.09 -1.76 -0.63
N -2.3395 0.6458 2.0592 2.46 2.37 2.36
C -1.0108 0.9720 2.2502 0.74 1.88 -0.06
S -0.6685 2.0518 3.5017 0.06 -1.25 -1.15
N -0.1067 0.4986 1.2335 -2.31 0.99 2.50
C 1.2706 0.6402 1.4833 1.75 0.30 0.98
C 1.7821 0.2434 2.7667 2.00 0.79 -3.35
C 3.1593 0.4615 3.1056 -3.66 -1.21 0.96
C 3.8614 1.2012 2.2317 1.68 1.60 -1.68
C 3.3945 1.5806 0.9537 -1.48 -0.42 0.20
C 2.1012 1.3088 0.5240 0.09 -1.75 3.00
F 1.6646 1.5388 -0.7048 -0.10 0.37 -0.10
C -0.6029 -0.3372 0.2469 4.69 -3.61 -1.09
O 0.1372 -1.2610 -0.1596 -1.40 2.14 0.33
C -1.9336 -0.1799 -0.1424 -2.99 -0.54 -4.31
C -2.5232 -0.5787 -1.3775 3.89 1.81 3.85
C -1.7084 -0.9422 -2.4854 1.22 2.61 -0.76
C -1.8391 -2.0817 -3.1012 1.95 -1.98 -2.95
C -0.9622 -2.2255 -4.2469 -0.64 -1.39 -1.07
C -0.3224 -1.0787 -4.5910 0.11 -0.67 0.68
S -0.5663 0.0922 -3.4060 -0.95 0.71 1.53
H -2.9963 1.2700 2.5576 0.61 -0.95 0.08
H 1.1839 -0.4039 3.3204 -1.03 -0.62 1.15
H 3.4399 0.0290 4.0824 0.46 0.68 -0.77
H 4.8478 1.5956 2.4559 0.09 -0.42 0.15
H 3.9688 2.1215 0.2573 1.08 0.57 -0.46
H -3.5470 -0.5488 -1.5666 -1.69 0.09 0.39
H -2.4054 -2.8755 -2.7515 -1.17 -1.32 0.57
H -0.8823 -3.1669 -4.8548 -0.17 1.10 0.76
H 0.3754 -0.8696 -5.3861 -0.09 -0.17 -0.08
```
Positions in Å, forces in eV/Å.

---

[2]
Molecular formula: C16H10BIO2ReSbSe4
Method: DFT, ωB97M-V with the def2-TZVPD basis set

Output
- Maximum force: 2.0 eV Å⁻¹
- Orbital gap: 5.24 eV
- ΔE to the lowest compared entry with this formula, charge and spin: 78.1 kJ/mol
- LUMO energy: -8.9 eV
- Net charge: +2
- Spin multiplicity: 1
- Calculated total energy: -11012.43781 hartree

Geometry as XYZ:
```
36
Properties=species:S:1:pos:R:3:forces:R:3
Re 7.9857 14.3380 6.2208 -0.27 -0.68 1.08
I 10.4206 14.4599 5.4103 0.43 -0.42 0.02
C 10.4358 16.5176 5.2662 -1.15 0.89 -0.10
C 11.4828 17.3019 4.9224 1.53 0.28 -0.07
C 11.2708 18.6879 4.6958 0.46 -0.25 -0.12
C 10.0264 19.2298 4.7494 -0.36 -0.91 0.59
C 8.9188 18.4304 5.1761 0.78 0.97 -0.35
C 7.6389 19.0118 5.3587 -0.65 -0.60 0.27
C 6.5683 18.2279 5.7672 0.53 -0.04 -0.41
C 6.7661 16.8609 5.9275 -0.28 0.67 0.22
C 8.0043 16.2599 5.8071 0.75 0.00 -0.21
C 9.1499 17.0738 5.4372 -0.90 -0.99 0.08
H 12.5164 16.9200 4.8392 -0.73 0.13 -0.04
H 12.1203 19.3207 4.4589 -0.07 -0.20 -0.06
H 9.8901 20.2576 4.5204 -0.20 0.74 -0.11
H 7.4819 20.0689 5.1770 0.19 -0.02 0.00
H 5.5795 18.6089 5.9368 -0.17 0.40 -0.08
H 5.9183 16.2527 6.1991 -0.11 0.12 0.07
Se 4.1375 16.1354 8.2642 -0.07 0.26 -0.01
Sb 4.8596 13.9758 8.0687 -0.16 -0.10 -0.06
Se 5.8521 13.7329 5.0561 0.68 -0.27 0.43
Se 8.1145 14.3679 8.4666 -0.29 -0.20 -1.36
Se 4.5201 11.9091 8.9579 0.08 -0.33 -0.03
O 6.4666 10.8911 4.1184 -0.50 0.25 -0.59
B 6.4165 11.7829 5.1387 0.10 -0.23 -0.17
O 6.8197 11.2449 6.3179 0.21 -0.04 0.71
C 7.0676 9.8890 6.0327 -0.02 0.28 0.41
C 7.4616 8.9151 6.9110 -0.04 -0.32 0.36
C 7.5994 7.6394 6.3458 0.16 -0.33 0.20
C 7.3722 7.4141 4.9908 -0.10 1.03 -0.81
C 7.0054 8.4512 4.0931 -0.05 -0.55 1.94
C 6.8235 9.6662 4.6937 0.34 0.73 -0.09
H 7.6079 9.1235 7.9790 0.01 -0.18 -0.58
H 7.8947 6.7809 6.9625 -0.16 0.53 -0.19
H 7.4993 6.4431 4.5547 0.05 -0.42 0.13
H 6.7754 8.2791 3.0809 -0.04 -0.20 -1.07
```
Positions in Å, forces in eV/Å.